1.
Entry from the OMol25 dataset: a cluster of 2 separate species, C4H14N2O2 in total in a non-equilibrium geometry (ωB97M-V with the def2-TZVPD basis set).

Each line ends with the natural charge from an NBO analysis.
CARTESIAN COORDINATES (ANGSTROEM)
O (0.0137, -2.6371, 1.0569)  -0.956
O (-0.7800, -0.8767, 2.7897)  -0.727
N (-0.4077, 0.6099, 0.9501)  -0.688
N (-1.2116, 0.2279, -2.5715)  -0.834
C (-0.4038, 0.4480, 2.4044)  0.076
C (0.1788, -0.0495, -2.2940)  -0.233
C (0.8780, 0.4893, 0.2399)  -0.233
C (0.6381, 0.9754, -1.1921)  -0.428
H (0.3389, -1.0600, -1.9447)  0.189
H (-1.4066, 1.1330, -3.0575)  0.358
H (-1.8144, 0.4259, -1.6865)  0.338
H (-0.0506, -1.7338, 0.8333)  0.478
H (-0.0681, 1.8813, -1.2070)  0.218
H (1.2631, -0.4838, 0.2703)  0.161
H (-1.3113, 1.0868, 2.6891)  0.174
H (1.6209, 1.5794, -1.4921)  0.202
H (0.6615, 0.2553, -3.1897)  0.205
H (1.7828, 1.2000, 0.6006)  0.198
H (0.0115, -1.3570, 3.0303)  0.479
H (0.6077, 0.9298, 2.8914)  0.177
H (0.6027, -3.1666, 0.4706)  0.476
H (-1.1437, 0.1228, 0.4086)  0.371

LUMO level = 0.8 eV
Relative energy (zero: lowest compared OMol25 entry of this formula, charge and spin) = 66.1 kcal/mol
HOMO-LUMO gap = 9.9 eV
Electronic energy = -11447.8245 eV
SMILES = NCCCNCO.O
F_max = 0.0751 Eh/bohr

---

2.
Entry from the OMol25 dataset: a cluster of 3 separate species, C4H14N2O2 in total in a non-equilibrium geometry (ωB97M-V with the def2-TZVPD basis set).

Each line ends with the natural charge from an NBO analysis.
CARTESIAN COORDINATES (ANGSTROEM)
O (2.3296, 2.0540, -1.0702)  -0.957
O (2.8818, -0.2362, 0.4485)  -0.973
N (0.6571, -1.1238, 2.2128)  -0.864
N (-0.0642, -1.4141, -0.3962)  -0.879
C (-1.9195, 0.3511, -0.1280)  -0.441
C (-2.1654, 0.3853, -1.6237)  -0.614
C (-0.4422, -0.4372, 1.7178)  -0.081
C (-0.8358, -0.5777, 0.4365)  0.086
H (0.9308, -1.1265, 3.1749)  0.388
H (-0.9786, 0.3079, 2.2894)  0.199
H (-1.3587, -0.0307, -2.2296)  0.206
H (3.2328, 0.6596, 0.3963)  0.484
H (-2.4712, 1.3378, -2.0250)  0.217
H (-2.9968, -0.2881, -1.8760)  0.200
H (-2.8340, 0.3773, 0.4543)  0.219
H (0.9146, -1.1958, -0.5440)  0.394
H (2.0823, -0.1501, 0.9814)  0.478
H (2.4460, 1.9557, -2.0190)  0.480
H (0.9354, -1.9865, 1.7693)  0.397
H (-0.4859, -1.7759, -1.2334)  0.375
H (-1.3785, 1.2918, 0.0510)  0.207
H (1.5204, 1.6219, -0.7870)  0.479

LUMO level = 0.7 eV
Relative energy (zero: lowest compared OMol25 entry of this formula, charge and spin) = 28.5 kcal/mol
HOMO-LUMO gap = 7.9 eV
Electronic energy = -11449.4532 eV
SMILES = CC/C(N)=C/N.O.O
F_max = 0.0429 Eh/bohr

---

3.
Entry from the OMol25 dataset: a cluster of 2 separate species, C4H14N2O2 in total in a non-equilibrium geometry (ωB97M-V with the def2-TZVPD basis set).

Each line ends with the natural charge from an NBO analysis.
CARTESIAN COORDINATES (ANGSTROEM)
O (5.8705, -0.2286, 0.4749)  -0.934
O (-2.9324, 0.1453, 1.7302)  -0.730
N (0.8205, -1.8091, -0.9883)  -0.842
N (-1.5369, -0.1273, -1.7499)  -0.835
C (-1.2187, 1.1469, 0.2833)  -0.423
C (0.5407, -0.4577, -0.4649)  -0.220
C (-0.9391, -0.1757, -0.4150)  -0.079
C (-2.6304, 1.2340, 0.8291)  -0.063
H (-2.5458, 0.3647, 2.5834)  0.459
H (-0.9829, 0.4566, -2.3734)  0.346
H (1.0280, -0.3194, 0.5153)  0.162
H (5.8473, 0.4302, 1.1766)  0.467
H (6.0019, -1.0555, 0.9505)  0.467
H (-3.3389, 1.1099, 0.0193)  0.195
H (0.4925, -2.5093, -0.3317)  0.350
H (1.8256, -1.9118, -1.0892)  0.359
H (-1.5401, -1.0465, -2.1735)  0.368
H (-0.4876, 1.3433, 1.0716)  0.194
H (-1.4460, -0.9883, 0.1082)  0.205
H (-1.0912, 1.9845, -0.4090)  0.209
H (-2.7943, 2.1588, 1.3718)  0.163
H (1.0573, 0.2548, -1.1192)  0.181

LUMO level = 0.7 eV
Relative energy (zero: lowest compared OMol25 entry of this formula, charge and spin) = 17.4 kcal/mol
HOMO-LUMO gap = 9.8 eV
Electronic energy = -11449.9337 eV
SMILES = NC[C@H](N)CCO.O
F_max = 0.0250 Eh/bohr

---

4.
Entry from the OMol25 dataset: a structure of composition C4H14N2O2 in a non-equilibrium geometry (ωB97M-V with the def2-TZVPD basis set).

Each line ends with the natural charge from an NBO analysis.
CARTESIAN COORDINATES (ANGSTROEM)
O (2.4689, -0.7337, -0.1907)  -0.728
O (1.8366, 1.6674, 0.2631)  -1.066
N (0.0751, -1.1589, -0.4215)  -0.396
N (-2.3272, 0.1248, -0.9202)  -0.297
C (-1.8718, -0.2445, 0.4594)  -0.309
C (-0.4189, -0.1632, 0.4987)  -0.127
C (0.1505, -0.5968, 1.8290)  -0.612
C (1.2987, -0.8430, -1.0748)  0.033
H (1.1501, 0.1503, -1.5339)  0.246
H (-0.5870, -1.3516, -1.1830)  0.383
H (-0.1428, 2.2033, -1.9544)  0.011
H (-0.0932, 0.1909, 2.5782)  0.213
H (-0.1659, 0.8757, 0.2127)  0.281
H (-0.3375, -1.5094, 2.2087)  0.201
H (2.5332, 2.2869, 0.4403)  0.453
H (1.2383, -0.7385, 1.8067)  0.273
H (2.2886, 0.4195, 0.0638)  0.489
H (-2.1083, -1.3037, 0.6964)  0.208
H (1.5269, -1.6132, -1.8529)  0.186
H (-0.8809, 2.0570, -2.2098)  -0.014
H (-2.3504, 0.4427, 1.1787)  0.259
H (-3.2830, -0.1621, -0.8947)  0.313

LUMO level = -4.7 eV
Relative energy (zero: lowest compared OMol25 entry of this formula, charge and spin) = 212.6 kcal/mol
HOMO-LUMO gap = 3.7 eV
Electronic energy = -11441.4706 eV
F_max = 0.0843 Eh/bohr